one:
Below is one molecule with the formula C4H8O, with properties calculated with wB97M-V/def2-TZVPD.

Output
* HOMO level: -0.3164 hartree
* LUMO energy: 0.0303 hartree

Atoms and positions in Å:
C1 -1.56 -0.20 0.12
C2 -0.30 -0.55 -0.68
C3 0.96 -0.55 0.16
C4 1.59 1.68 0.01
O1 1.15 0.75 0.80
H1 -2.46 -0.39 -0.46
H2 -1.62 -0.78 1.04
H3 -1.56 0.86 0.40
H4 -0.16 0.17 -1.50
H5 1.84 -0.75 -0.44
H6 -0.40 -1.54 -1.13
H7 0.90 -1.26 0.99
H8 1.63 2.56 0.69

Atom charges from the Löwdin analysis, given in e for atoms 1 to 4: atom 1 (C): -0.105, atom 2 (C): -0.249, atom 3 (C): -0.216, atom 4 (C): 0.055


two:
Below is one molecule with the formula C4H8O, with properties calculated with wB97M-V/def2-TZVPD.

Output
* structure (SMILES): CC1(O)CC1
* HOMO level: -0.3441 hartree
* LUMO energy: 0.0355 hartree

Atoms and positions in Å:
C1 0.50 1.36 0.13
C2 0.09 0.02 -0.37
C3 -0.11 -1.03 0.73
C4 -1.37 -0.38 -0.24
H1 0.08 1.43 1.25
H2 0.31 2.30 -0.50
H3 1.64 1.24 0.31
H4 1.62 -0.81 -1.40
H5 0.28 -1.93 0.30
H6 -0.05 -0.82 1.79
H7 -1.89 0.40 0.29
H8 -1.86 -1.26 -0.83
O1 0.77 -0.51 -1.48

Atom charges from the Löwdin analysis, given in e for atoms 1 to 4: atom 1 (C): -0.055, atom 2 (C): -0.662, atom 3 (C): -0.035, atom 4 (C): 0.006


Going by the energies, two is most stable and the next is 16.3 kcal/mol up.


one:
Below is a 2-piece molecular cluster, C4H8O overall, with properties calculated with wB97M-V/def2-TZVPD.

Output
* HOMO level (spin up / spin down): -0.3319 / -0.3308 hartree
* LUMO energy (spin up / spin down): -0.0177 / -0.0173 hartree

Atoms and positions in Å:
C1 -1.58 0.55 0.29
C2 -0.30 0.28 -0.51
C3 1.10 -2.15 -0.07
C4 0.89 1.02 0.03
O1 1.90 0.48 0.41
H1 -2.42 0.00 -0.15
H2 -1.47 0.23 1.33
H3 -1.84 1.61 0.29
H4 -0.44 0.56 -1.56
H5 2.03 -1.93 -0.62
H6 -0.07 -0.80 -0.50
H7 1.41 -1.98 0.98
H8 0.80 2.13 0.08

Atom charges from the Löwdin analysis, given in e for atoms 1 to 4: atom 1 (C): -0.093, atom 2 (C): -0.236, atom 3 (C): 0.165, atom 4 (C): -0.261


two:
Below is one molecule with the formula C4H8O, with properties calculated with wB97M-V/def2-TZVPD.

Output
* structure (SMILES): C/C=C/CO
* HOMO level: -0.3413 hartree
* LUMO energy: 0.0369 hartree

Atoms and positions in Å:
C1 2.06 -0.27 0.00
C2 0.58 -0.25 -0.24
C3 -0.28 0.74 -0.04
C4 -1.71 0.48 -0.11
H1 2.50 -0.57 -0.97
H2 2.59 0.63 0.33
H3 2.29 -0.98 0.79
H4 0.15 -1.23 -0.48
H5 0.16 1.74 0.23
H6 -2.31 0.88 -0.98
H7 -2.20 1.00 0.79
H8 -1.64 -1.30 0.71
O1 -2.19 -0.87 -0.04

Atom charges from the Löwdin analysis, given in e for atoms 1 to 4: atom 1 (C): -0.107, atom 2 (C): -0.178, atom 3 (C): -0.130, atom 4 (C): -0.309


three:
Below is one molecule with the formula C4H8O, with properties calculated with wB97M-V/def2-TZVPD.

Output
* structure (SMILES): C=CCCO
* HOMO level: -0.3569 hartree
* LUMO energy: 0.0389 hartree

Atoms and positions in Å:
C1 0.85 -0.57 1.16
C2 -0.38 0.02 0.55
C3 -0.24 0.20 -0.99
C4 -1.35 0.03 -1.73
H1 1.66 1.34 0.91
H2 1.27 -1.60 0.95
H3 0.76 -0.67 2.19
H4 -1.40 -0.36 0.75
H5 -0.36 1.06 0.99
H6 0.92 0.12 -1.53
H7 -2.52 0.03 -1.34
H8 -1.19 0.12 -2.80
O1 1.98 0.29 0.89

Atom charges from the Löwdin analysis, given in e for atoms 1 to 4: atom 1 (C): -0.303, atom 2 (C): -0.217, atom 3 (C): -0.202, atom 4 (C): -0.064


four:
Below is C4H8O as an isolated structure, with properties calculated with wB97M-V/def2-TZVPD.

Output
* HOMO level: -0.3126 hartree
* LUMO energy: 0.0324 hartree

Atoms and positions in Å:
C1 -1.16 -0.57 0.79
C2 -0.05 0.10 -0.38
O1 -0.76 0.36 -1.51
C3 1.35 -0.43 -0.35
C4 1.02 0.91 0.27
H1 -0.83 -0.86 1.82
H2 -1.37 -1.48 0.25
H3 -2.08 0.03 0.90
H4 -0.96 1.31 -1.55
H5 1.62 -1.27 0.30
H6 1.80 -0.51 -1.34
H7 0.01 0.54 0.94
H8 1.42 1.86 -0.14

Atom charges from the Löwdin analysis, given in e for atoms 1 to 4: atom 1 (C): -0.017, atom 2 (C): -0.591, atom 3 (O): 0.029, atom 4 (C): -0.098


Going by the energies, two is most stable and the next is 32.0 kcal/mol up.


one:
Below is one molecule with the formula C4H8O, with properties calculated with wB97M-V/def2-TZVPD.

Output
* structure (SMILES): CC1(O)CC1
* HOMO level: -0.3650 hartree
* LUMO energy: 0.0375 hartree

Atoms and positions in Å:
C1 -1.17 -0.62 0.65
C2 -0.18 -0.01 -0.33
O1 -0.72 0.32 -1.58
C3 1.24 -0.46 -0.36
C4 0.88 0.85 0.29
H1 -0.69 -0.75 1.62
H2 -1.56 -1.58 0.31
H3 -2.01 0.07 0.79
H4 -1.13 1.20 -1.51
H5 1.57 -1.31 0.24
H6 1.71 -0.38 -1.33
H7 0.84 0.90 1.38
H8 1.22 1.77 -0.19

Atom charges from the Löwdin analysis, given in e for atoms 1 to 4: atom 1 (C): -0.022, atom 2 (C): -0.588, atom 3 (O): 0.005, atom 4 (C): -0.074


two:
Below is C4H8O as an isolated structure, with properties calculated with wB97M-V/def2-TZVPD.

Output
* HOMO level: -0.2726 hartree
* LUMO energy: 0.0268 hartree

Atoms and positions in Å:
C1 -1.21 -0.52 0.96
C2 0.09 0.17 -0.46
O1 -0.79 0.27 -1.48
C3 1.44 -0.41 -0.48
C4 1.11 0.91 0.18
H1 -0.96 -0.76 2.00
H2 -1.42 -1.45 0.43
H3 -2.09 0.12 0.93
H4 -1.13 1.17 -1.50
H5 1.75 -1.27 0.10
H6 1.85 -0.40 -1.50
H7 -0.11 0.27 0.88
H8 1.46 1.90 -0.06

Atom charges from the Löwdin analysis, given in e for atoms 1 to 4: atom 1 (C): -0.022, atom 2 (C): -0.527, atom 3 (O): 0.075, atom 4 (C): -0.098


Going by the energies, one is most stable and the next is 124.8 kcal/mol up.